C14H14ClN3S2 in the gas phase in a non-equilibrium geometry. Source: the OMol25 dataset; level of theory: ωB97M-V with the def2-TZVPD basis set.

Summary:
Net charge: 0
Lowest unoccupied orbital energy (eV): -0.29
Structure (SMILES): Cc1cc(C)n(CCc2nc(-c3ccc(Cl)s3)cs2)n1
Kohn-Sham gap (eV): 6.5
HOMO energy (eV): -6.778

CARTESIAN COORDINATES (ANGSTROEM)
1 C -1.9724 -3.4175 -0.1722
2 C -2.1231 -1.9680 -0.3931
3 N -1.9925 -1.0434 0.6069
4 N -2.3918 0.0548 0.1504
5 C -2.7451 -0.1100 -1.2913
6 C -2.7239 -1.3347 -1.4867
7 H -2.9407 -1.7703 -2.3500
8 C -3.1851 1.2974 -2.0303
9 H -3.4515 1.0155 -3.0243
10 H -4.0047 1.7023 -1.4785
11 H -2.4149 2.2078 -1.9126
12 C -2.4903 1.3066 0.9700
13 H -3.1879 0.9675 1.6796
14 H -2.4694 2.2165 0.5277
15 C -1.0708 1.1911 1.7113
16 C 0.0487 1.2938 1.0714
17 N 1.2684 0.5663 1.1848
18 C 2.1263 0.9710 0.2596
19 C 1.8289 2.0029 -0.8464
20 S 0.0738 2.4072 -0.3663
21 H 2.2136 2.2688 -1.7199
22 C 3.3507 0.5254 0.4152
23 C 3.9098 -0.3284 1.2689
24 C 5.1884 -0.7919 1.1964
25 C 5.8086 -0.0963 -0.3194
26 S 4.7916 0.8046 -0.9198
27 Cl 7.4143 -0.6725 -0.6550
28 H 5.8152 -1.3601 1.6346
29 H 3.2103 -0.8145 2.1299
30 H -1.0251 1.9953 2.6259
31 H -0.9550 0.3792 2.3366
32 H -2.9618 -4.0066 -0.5998
33 H -1.2211 -3.6936 -0.9375
34 H -1.7215 -3.7660 0.7339